1.
Density functional theory data (ωB97M-V/def2-TZVPD) for C36H47ClN10O2PrS as an isolated structure at a distorted geometry.

Output
charge	+1
2S+1	3
HOMO-LUMO gap (spin up / spin down)	7.94 / 7.96	eV
E_HOMO (spin up / spin down)	-10.105 / -10.105	eV
<S²>	2.002
energy above the lowest of the compared OMol25 structures with the same formula, charge and spin	0.0000	eV

Structure (XYZ):
```
98
Properties=species:S:1:pos:R:3:forces:R:3:lowdin_charge:R:1
Pr 0.759408 1.912905 1.567461 -2.0 0.3 0.7 0.894
N 1.306426 -0.417848 5.452536 0.0 -0.1 -0.1 0.074
C 1.560038 0.197158 4.260221 0.2 0.3 -0.1 -0.837
S 1.302311 1.929981 4.240375 0.5 -0.2 0.5 0.637
N 1.988136 -0.560122 3.292176 -0.1 -0.5 0.0 0.017
N 2.081862 0.040148 2.045919 0.8 -0.3 0.3 -0.164
C 2.913114 -0.479278 1.217108 0.0 0.1 -0.2 -0.048
C 3.113059 -0.041173 -0.159223 0.1 0.1 0.0 -0.138
C 3.721266 -0.977516 -1.015099 0.0 0.0 0.2 -0.037
C 3.965719 -0.707701 -2.341442 0.0 0.0 -0.1 -0.083
C 3.633675 0.553685 -2.838411 0.1 -0.1 0.0 -0.066
C 3.065888 1.501669 -2.014729 -0.1 0.2 0.0 -0.017
C 2.772434 1.239108 -0.668770 0.4 -0.1 -0.2 -0.337
O 2.212065 2.193451 0.070909 0.9 -0.4 -0.7 -0.271
H 1.262140 0.173605 6.260371 0.0 0.1 0.1 0.077
H 1.684567 -1.343104 5.585111 0.0 0.0 0.0 0.098
H 3.505489 -1.329005 1.543136 0.0 -0.2 0.1 0.123
H 3.999987 -1.941970 -0.597158 0.0 0.1 0.0 0.115
H 4.422535 -1.453732 -2.979527 0.0 0.1 0.0 0.105
H 3.841831 0.797128 -3.874814 0.0 0.0 0.1 0.110
H 2.830613 2.493556 -2.389321 0.0 -0.1 0.0 0.119
C -2.897414 2.346549 -0.057194 0.0 0.0 0.1 -0.027
C -2.482289 1.814324 1.290332 -0.2 0.0 0.0 -0.308
C -2.373413 0.447880 1.518158 -0.2 0.0 0.0 -0.067
C -2.012817 -0.041272 2.771112 0.0 -0.1 0.0 -0.058
C -1.781593 0.832776 3.820396 0.0 -0.1 0.0 -0.103
C -1.908509 2.202070 3.615206 -0.2 0.0 0.0 -0.116
C -2.255981 2.685083 2.363226 -0.3 -0.2 0.1 -0.096
H -2.062412 2.850300 -0.555251 0.0 0.0 0.0 0.065
H -3.707972 3.071140 0.046956 0.0 0.0 0.0 0.091
H -3.236077 1.542446 -0.710060 0.0 0.0 0.0 0.087
H -2.625341 -0.242740 0.718455 0.1 0.1 0.0 0.114
H -1.950169 -1.111603 2.936201 0.0 0.1 0.0 0.109
H -1.512788 0.454517 4.797733 0.0 0.0 0.0 0.111
H -1.767790 2.886239 4.440135 0.1 0.0 0.0 0.116
H -2.439549 3.742697 2.235600 0.1 0.1 0.0 0.112
C -1.213094 -5.411548 -2.950360 0.0 0.0 0.0 -0.031
C -2.298566 -4.340266 -2.767035 0.0 0.0 -0.1 -0.516
C -2.438881 -3.604292 -4.110579 0.0 0.0 0.0 -0.033
C -3.629792 -5.042847 -2.464704 0.0 0.0 0.0 -0.036
C -1.945423 -3.317612 -1.636665 0.0 0.1 0.0 -0.406
O -2.736670 -2.128235 -1.795200 0.2 0.0 0.0 -0.020
C -2.281329 -3.798978 -0.200872 0.2 0.0 0.0 -0.098
C -1.658365 -5.044088 0.469511 0.0 0.1 -0.1 -0.124
C -0.251734 -4.893725 1.000593 0.0 0.1 -0.2 -0.235
C 0.829344 -5.578134 0.452513 0.0 0.1 -0.1 -0.038
C 2.115916 -5.405991 0.948399 0.0 0.0 0.0 -0.093
C 2.320960 -4.555153 2.021590 0.0 0.0 0.0 -0.672
Cl 3.924902 -4.323952 2.643042 0.0 0.0 0.0 0.676
C 1.258519 -3.887691 2.609810 -0.1 0.1 0.1 -0.108
C -0.015835 -4.061874 2.092890 0.0 0.1 0.0 -0.051
C -0.479462 -2.840126 -1.851657 -0.3 0.1 0.1 -0.024
N -0.242378 -1.468196 -1.419116 -0.1 -0.3 -0.1 -0.066
C -0.053740 -0.980944 -0.197469 -0.1 -0.1 -0.1 -0.112
N -0.050726 0.340666 -0.244913 0.2 -0.1 -0.4 -0.004
C -0.219257 0.604762 -1.574676 0.0 0.1 0.0 -0.168
N -0.344623 -0.461946 -2.317493 -0.1 0.0 0.2 0.168
H -1.503671 -6.064973 -3.775987 0.0 0.0 0.0 0.096
H -1.089981 -6.042267 -2.070761 0.0 0.0 0.0 0.065
H -0.241191 -4.978493 -3.204852 -0.1 -0.1 0.0 0.089
H -2.642692 -4.337870 -4.894468 0.0 0.0 0.0 0.094
H -1.528916 -3.067374 -4.389132 -0.1 0.0 0.0 0.086
H -3.256569 -2.884462 -4.106986 0.0 0.0 0.0 0.088
H -3.925099 -5.642892 -3.328299 0.0 0.0 0.1 0.096
H -4.444783 -4.335349 -2.273969 0.0 -0.1 0.0 0.091
H -3.552845 -5.714310 -1.605597 0.0 0.1 -0.1 0.085
H -3.645467 -2.390481 -1.970069 -0.1 0.0 0.0 0.093
H -3.362996 -3.951414 -0.201240 0.0 0.1 0.0 0.113
H -2.119436 -2.936181 0.453586 0.1 0.0 0.0 0.104
H -1.727158 -5.916604 -0.177083 0.0 0.0 0.0 0.095
H -2.297153 -5.263259 1.328264 -0.1 0.0 0.0 0.126
H 0.674630 -6.254187 -0.382481 0.0 0.0 0.0 0.113
H 2.952493 -5.935370 0.508035 0.0 0.0 0.0 0.110
H 1.416266 -3.235890 3.461724 0.1 0.0 -0.2 0.088
H -0.848138 -3.544932 2.568271 0.1 -0.1 -0.1 0.114
H -0.261176 -2.827645 -2.912314 0.1 0.0 0.0 0.113
H 0.223653 -3.495242 -1.354016 0.1 -0.1 0.2 0.128
H 0.105629 -1.589340 0.681194 -0.1 -0.1 0.0 0.143
H -0.228082 1.601444 -1.991441 0.0 -0.1 0.0 0.132
C 2.774374 7.904726 -0.675483 0.0 0.0 0.0 -0.070
C 1.254868 7.975295 -0.825945 0.1 -0.3 0.2 -0.401
C 0.767379 7.050748 -1.940183 -0.1 0.0 0.0 -0.072
C 0.556939 7.714861 0.528156 0.2 0.1 -0.3 -0.084
N 0.505332 6.296353 0.903197 -0.1 0.4 -0.3 -0.070
C -0.441709 5.390668 0.624983 0.1 0.4 0.2 -0.080
N -0.031137 4.232323 1.071792 0.2 0.9 -0.4 -0.042
N 1.198720 4.462635 1.588738 0.1 0.0 0.4 -0.054
N 1.532358 5.692314 1.513463 -0.6 -0.3 -0.4 0.155
H 3.259249 8.114843 -1.630738 0.0 0.0 0.1 0.085
H 3.093374 6.910890 -0.346663 0.0 0.1 0.0 0.075
H 3.132976 8.636184 0.052967 0.0 -0.1 0.0 0.085
H 0.975720 8.995620 -1.095552 0.0 0.1 0.1 0.138
H 1.093213 6.019164 -1.776309 0.0 0.0 0.0 0.078
H 1.190788 7.371981 -2.892825 0.0 0.0 0.0 0.088
H -0.323106 7.068870 -2.044022 0.1 0.0 0.0 0.080
H -0.466888 8.079673 0.518468 -0.1 -0.1 0.0 0.131
H 1.098429 8.223316 1.320997 0.0 0.0 0.1 0.131
H -1.386385 5.605456 0.147180 0.1 0.0 0.0 0.155
```
Positions in Å, forces in eV/Å.

2.
Density functional theory data (ωB97M-V/def2-TZVPD) for C36H47N12O3STi as an isolated structure at a distorted geometry.

Output
charge	+1
HOMO-LUMO gap	6.25	eV
E_HOMO	-9.300	eV
energy above the lowest of the compared OMol25 structures with the same formula, charge and spin	1.8327	eV

Structure (XYZ):
```
100
Properties=species:S:1:pos:R:3:forces:R:3:lowdin_charge:R:1
Ti 0.267341 0.186297 -0.164096 -0.6 0.1 0.1 1.199
O 1.273715 -4.505135 -2.928794 0.1 -0.2 0.0 0.053
C 1.728445 -4.715190 -1.663235 -0.1 -0.1 -0.1 -0.265
C 2.278182 -5.942125 -1.304962 0.0 0.0 0.0 -0.021
C 2.726988 -6.162118 -0.015869 0.0 0.0 0.0 -0.064
C 2.635623 -5.157170 0.938645 0.0 0.0 -0.1 -0.063
C 2.091463 -3.937761 0.584769 0.1 0.0 -0.1 -0.023
C 1.623888 -3.695573 -0.712594 -0.1 0.0 0.1 -0.072
C 1.051690 -2.369210 -0.994005 0.3 0.0 0.6 -0.390
O 0.947994 -1.560198 0.043681 0.3 -0.6 -0.2 -0.205
N 0.692350 -1.991512 -2.174261 -0.2 0.4 -0.1 0.136
N 0.252678 -0.664688 -2.082469 0.1 -0.4 -0.4 -0.079
C -0.018145 -0.119006 -3.211584 -0.1 0.1 0.0 -0.068
C -0.354626 1.274738 -3.377383 0.0 -0.1 -0.3 -0.132
C -0.823189 1.738809 -4.610920 0.0 0.2 0.1 -0.020
C -1.064800 3.085064 -4.800644 0.0 -0.1 0.0 -0.072
C -0.807054 3.978371 -3.761358 0.0 0.1 0.1 -0.052
C -0.332597 3.545423 -2.534654 -0.1 -0.1 -0.3 0.013
C -0.119639 2.183788 -2.340746 0.2 -0.3 0.4 -0.269
O 0.341675 1.719095 -1.177070 -0.3 0.3 -0.4 -0.212
H 1.470865 -5.293747 -3.452777 0.0 0.1 0.0 0.116
H 2.351571 -6.724815 -2.051631 0.0 0.0 0.0 0.117
H 3.155538 -7.121718 0.238858 0.0 0.0 0.0 0.111
H 2.992266 -5.319143 1.945017 0.0 0.0 0.0 0.111
H 2.035718 -3.134831 1.305899 -0.1 0.1 0.1 0.052
H 0.052338 -0.758687 -4.091336 0.0 0.1 0.0 0.146
H -0.992291 1.031154 -5.411707 0.0 0.0 0.0 0.119
H -1.436770 3.443655 -5.748155 0.0 0.0 0.0 0.107
H -0.973766 5.036567 -3.917598 0.0 0.0 0.0 0.112
H -0.116957 4.234555 -1.733576 0.0 0.0 0.0 0.100
C -1.775921 2.108199 4.595286 -0.1 0.0 -0.1 -0.079
C -0.312175 1.813932 4.883281 0.1 0.0 0.1 -0.248
N 0.060716 0.455943 4.546501 0.1 -0.3 0.1 -0.038
C 0.800656 0.083618 3.458076 -0.1 0.2 0.3 -0.899
S 1.307758 -1.549025 3.381436 0.0 0.1 -0.1 0.586
N 1.059698 1.071520 2.619078 0.1 -0.5 -0.4 -0.045
N 1.658534 0.701493 1.418417 -0.4 0.2 0.0 -0.059
C 2.898639 0.966527 1.242403 0.2 -0.2 -0.3 -0.244
C 3.788766 1.454640 2.336397 0.0 0.0 0.0 0.001
C 3.467260 0.744792 -0.118718 0.0 -0.1 0.3 -0.181
C 4.812165 0.991969 -0.367213 -0.1 -0.1 -0.1 0.011
C 5.319540 0.731763 -1.631633 0.0 0.0 0.1 -0.032
C 4.468614 0.232201 -2.595850 -0.1 0.0 0.0 -0.024
C 3.137044 0.014388 -2.264715 0.1 0.0 0.1 -0.082
N 2.637207 0.264661 -1.059942 0.1 0.3 0.4 0.101
H -2.005604 3.163293 4.746599 0.0 0.1 0.0 0.073
H -1.997631 1.845892 3.561165 0.0 0.1 0.0 0.036
H -2.435774 1.528118 5.240152 0.0 -0.1 0.0 0.076
H 0.328062 2.494045 4.322521 0.0 0.0 0.0 0.096
H -0.092487 1.970959 5.943199 -0.1 0.0 0.0 0.116
H 0.001045 -0.260309 5.255271 0.0 0.1 -0.1 0.101
H 3.209194 1.652517 3.233192 0.0 0.0 -0.1 0.081
H 4.539205 0.695795 2.564742 0.0 0.0 0.0 0.106
H 4.314146 2.358300 2.024843 0.0 0.0 0.0 0.092
H 5.453781 1.364438 0.414185 0.0 0.0 0.0 0.111
H 6.364544 0.909663 -1.847909 0.0 0.0 0.0 0.119
H 4.815249 0.000165 -3.592637 0.0 0.0 0.0 0.115
H 2.457912 -0.398049 -2.995476 0.0 0.0 -0.1 0.103
C 0.857333 3.661902 0.946684 0.2 -0.1 0.0 -0.027
N -0.577554 3.750009 0.758613 0.0 0.0 -0.2 -0.079
C -1.114763 5.097426 0.768032 0.0 0.1 0.0 -0.123
C -2.614014 4.887415 0.719349 0.0 0.1 0.0 -0.119
N -2.768660 3.439383 0.768570 0.1 -0.1 0.0 -0.061
C -4.095499 3.031250 1.217498 -0.1 0.0 0.0 -0.044
C -1.541959 2.794705 0.805698 -0.1 0.0 0.1 -0.303
N -1.338055 1.490998 0.851834 0.0 0.0 -0.2 0.032
C -2.535108 0.677128 1.088714 -0.1 0.0 0.1 -0.234
C -2.095577 -0.750549 1.175845 0.2 -0.2 0.4 -0.223
N -1.675065 -1.101312 -0.182101 0.5 0.8 0.4 0.011
C -1.820764 -2.373011 -0.530927 -0.3 0.0 -0.2 -0.361
N -2.190154 -2.732797 -1.776109 0.1 0.1 0.1 -0.083
C -2.706104 -1.849215 -2.786288 -0.1 0.0 0.0 -0.025
C -2.225830 -4.173578 -1.940027 -0.1 -0.1 -0.1 -0.085
C -1.985895 -4.685929 -0.511983 0.1 -0.1 0.0 -0.077
N -1.716855 -3.467224 0.241338 0.1 0.1 0.0 -0.048
C -1.131057 -3.547145 1.564314 0.1 -0.1 0.1 -0.033
H 1.215556 4.687944 1.023454 0.1 -0.1 0.1 0.098
H 1.358836 3.197062 0.098902 -0.1 0.0 0.1 0.072
H 1.093850 3.125905 1.863300 0.0 0.0 0.0 0.068
H -0.743479 5.668007 -0.087803 0.0 0.0 0.0 0.118
H -0.797017 5.618900 1.675638 0.0 0.0 0.0 0.129
H -3.064678 5.282624 -0.193657 0.0 0.0 0.0 0.129
H -3.118801 5.349034 1.570451 0.0 0.0 0.0 0.125
H -4.750404 3.878053 1.025546 0.0 0.0 0.0 0.093
H -4.126271 2.824273 2.288410 0.0 0.0 0.0 0.093
H -4.496765 2.190933 0.666214 0.0 0.0 0.0 0.078
H -3.226521 0.761885 0.244677 0.0 -0.1 0.1 0.114
H -3.053065 0.948919 2.009351 0.1 0.0 0.0 0.098
H -2.905801 -1.388928 1.549967 0.1 0.0 -0.2 0.138
H -1.282530 -0.819856 1.924494 -0.1 0.0 -0.1 0.091
H -2.041954 -1.813781 -3.650832 0.0 0.0 0.0 0.080
H -2.812181 -0.852523 -2.360184 0.1 0.0 0.0 0.088
H -3.684940 -2.207290 -3.119117 0.0 0.0 0.0 0.097
H -1.453009 -4.505327 -2.638547 0.0 0.0 0.0 0.116
H -3.202570 -4.470736 -2.331685 0.1 0.0 0.0 0.126
H -1.109262 -5.337050 -0.452946 -0.1 0.0 0.0 0.122
H -2.843859 -5.222345 -0.101248 0.0 0.0 0.0 0.129
H -0.507396 -4.441045 1.602615 0.0 0.0 0.0 0.095
H -1.896724 -3.622471 2.339643 0.0 0.0 0.0 0.103
H -0.486069 -2.697982 1.766207 0.0 0.0 0.0 0.005
```
Positions in Å, forces in eV/Å.